C45H78N8NbO7S as an isolated structure at a distorted geometry. Source: OMol25; level of theory: ωB97M-V/def2-TZVPD.

HOMO level, eV: -5.29
Lowest unoccupied orbital energy, eV: 1.98
Kohn-Sham gap, eV: 7.28

```
! RIJCOSX wB97M-V def2-TZVPD def2/J DEFGRID3
* xyz -1 1
C -1.404 5.470 3.379
C -2.885 5.226 2.994
C -2.977 4.743 1.542
C -2.501 3.294 1.485
N -2.239 2.785 0.145
Nb -1.450 0.861 -0.034
C -1.219 1.280 -2.269
C -0.084 0.613 -2.925
O -0.173 0.012 -4.005
C -3.602 0.025 -0.130
C -4.203 -0.500 1.206
C -3.866 -1.965 1.518
C -2.632 -2.119 2.400
C -2.907 -1.779 3.854
O -1.693 -1.617 4.580
C -1.278 -0.266 4.608
C 0.223 -0.147 4.706
C 0.694 1.494 0.460
C 0.938 2.903 1.026
C 0.950 2.906 2.561
S 2.513 2.555 3.309
O 2.308 2.585 4.733
O 3.530 3.403 2.775
O 2.887 1.079 2.875
O -0.656 -0.989 -0.128
C -1.141 -1.963 -1.018
C 0.060 -2.715 -1.606
N 0.481 -3.805 -0.703
C 1.927 -3.959 -0.636
C 2.660 -2.862 0.134
C 1.865 -2.267 1.289
O 3.139 -1.876 -0.786
H -0.998 4.553 3.793
H -0.852 5.641 2.457
H -1.262 6.298 4.063
H -3.269 4.412 3.608
H -3.480 6.115 3.181
H -4.004 4.797 1.184
H -2.384 5.377 0.881
H -3.315 2.694 1.897
H -1.657 3.151 2.160
H -1.794 3.479 -0.444
H -1.630 0.716 1.785
H -1.083 2.359 -2.392
H -2.133 1.019 -2.803
H 0.911 0.604 -2.449
H -3.724 -0.715 -0.924
H -4.211 0.883 -0.419
H -3.830 0.136 2.006
H -5.284 -0.342 1.189
H -3.764 -2.502 0.580
H -4.715 -2.401 2.052
H -2.293 -3.156 2.372
H -1.813 -1.497 2.052
H -3.503 -0.867 3.937
H -3.481 -2.570 4.335
H -1.583 0.231 3.687
H -1.760 0.262 5.440
H 0.695 -0.691 3.889
H 0.620 -0.534 5.642
H 0.484 0.907 4.620
H 1.008 0.786 1.233
H 1.381 1.325 -0.370
H 0.230 3.657 0.691
H 1.919 3.260 0.703
H 0.787 3.923 2.907
H 0.204 2.217 2.951
H 2.088 0.542 2.779
H -1.732 -1.558 -1.842
H -1.748 -2.699 -0.488
H 0.860 -1.990 -1.685
H -0.205 -3.094 -2.594
H 0.102 -4.665 -1.073
H 2.392 -4.052 -1.624
H 2.128 -4.902 -0.125
H 3.554 -3.329 0.555
H 1.618 -1.224 1.098
H 0.928 -2.786 1.454
H 2.427 -2.301 2.221
H 2.844 -1.012 -0.499
N -1.733 -3.458 -7.486
C -0.676 -3.254 -8.333
C 0.109 -2.270 -7.793
C -0.493 -1.863 -6.570
C -1.625 -2.613 -6.411
H -2.471 -4.120 -7.629
H -0.573 -3.826 -9.240
H 1.017 -1.884 -8.225
H -0.140 -1.109 -5.885
H -2.361 -2.619 -5.625
N 5.126 -5.081 -2.656
C 4.863 -5.427 -3.951
C 5.590 -6.551 -4.242
C 6.319 -6.897 -3.071
C 6.010 -5.970 -2.111
H 4.730 -4.291 -2.177
H 4.184 -4.846 -4.552
H 5.598 -7.067 -5.187
H 6.992 -7.729 -2.949
H 6.340 -5.868 -1.092
N -0.688 4.502 6.852
C 0.667 4.637 6.698
C 1.104 5.534 7.635
C -0.032 5.955 8.382
C -1.121 5.299 7.876
H -1.271 3.909 6.291
H 1.201 4.087 5.937
H 2.124 5.852 7.770
H -0.045 6.657 9.199
H -2.161 5.331 8.154
N 1.293 5.367 -2.959
C 0.685 4.460 -3.787
C 1.593 3.479 -4.075
C 2.798 3.804 -3.391
C 2.581 4.973 -2.713
H 0.860 6.188 -2.584
H -0.340 4.587 -4.090
H 1.413 2.617 -4.696
H 3.714 3.239 -3.392
H 3.226 5.550 -2.072
N -1.683 -5.245 -12.085
C -1.815 -5.628 -13.392
C -2.406 -4.597 -14.072
C -2.637 -3.550 -13.137
C -2.180 -3.980 -11.921
H -1.283 -5.806 -11.357
H -1.478 -6.594 -13.724
H -2.644 -4.592 -15.122
H -3.087 -2.592 -13.336
H -2.164 -3.498 -10.959
N 1.200 1.060 8.326
C 0.292 0.754 9.301
C 0.907 -0.071 10.205
C 2.241 -0.267 9.756
C 2.389 0.445 8.595
H 1.020 1.649 7.534
H -0.709 1.149 9.268
H 0.452 -0.486 11.088
H 3.003 -0.862 10.230
H 3.235 0.566 7.940
*
```

C41H50BrIN7O2SiTa as an isolated structure at a distorted geometry. Source: OMol25; level of theory: ωB97M-V/def2-TZVPD.

HOMO level (spin up / spin down), eV: -12.34 / -11.68
Energy relative to the best compared isomer or geometry (same formula, charge and spin), eV: 0.000
Lowest unoccupied orbital energy (spin up / spin down), eV: -5.75 / -5.54
Kohn-Sham gap (spin up / spin down), eV: 6.59 / 6.14

```
! RIJCOSX wB97M-V def2-TZVPD def2/J DEFGRID3
* xyz 2 1
Ta 4.979 -22.503 -1.172
O 6.408 -22.033 -4.667
C 5.434 -22.265 -5.606
C 5.705 -22.674 -6.905
C 4.639 -22.829 -7.791
C 3.347 -22.574 -7.390
C 3.090 -22.232 -6.089
C 4.115 -22.013 -5.195
C 3.655 -21.739 -3.801
O 4.308 -22.490 -2.879
N 3.894 -20.313 -3.425
N 3.686 -20.102 -2.073
C 3.231 -18.963 -1.749
C 3.051 -18.478 -0.395
Br 4.247 -19.082 0.978
C 2.172 -17.530 -0.027
C 1.174 -16.819 -0.816
C 1.039 -15.452 -0.601
C 0.178 -14.681 -1.380
C -0.619 -15.296 -2.305
C -0.528 -16.674 -2.509
C 0.352 -17.439 -1.781
H 7.240 -22.400 -4.974
H 6.704 -22.902 -7.242
H 4.819 -23.172 -8.780
H 2.566 -22.769 -8.109
H 2.053 -22.120 -5.787
H 2.607 -21.944 -3.734
H 3.524 -19.650 -4.137
H 2.838 -18.269 -2.504
H 2.236 -17.223 1.007
H 1.583 -14.952 0.175
H 0.080 -13.627 -1.212
H -1.367 -14.760 -2.865
H -1.182 -17.141 -3.235
H 0.401 -18.515 -1.935
C 4.710 -23.127 1.852
N 5.813 -23.379 0.914
C 7.179 -22.817 1.287
C 7.259 -21.419 0.704
N 6.464 -21.129 -0.282
C 6.942 -19.927 -0.835
C 6.672 -19.391 -2.072
C 7.421 -18.284 -2.453
C 8.390 -17.717 -1.593
C 8.696 -18.285 -0.375
C 7.956 -19.423 -0.028
N 8.114 -20.420 0.953
C 3.430 -22.584 1.224
N 3.237 -22.356 -0.058
C 1.926 -21.854 -0.231
C 1.197 -21.515 -1.345
C -0.124 -21.139 -1.152
C -0.700 -21.089 0.143
C 0.031 -21.384 1.287
C 1.357 -21.773 1.038
N 2.332 -22.255 1.889
H 4.992 -22.393 2.629
H 4.481 -24.045 2.369
H 5.878 -24.368 0.728
H 7.931 -23.440 0.816
H 7.314 -22.828 2.359
H 6.003 -19.819 -2.786
H 7.299 -17.912 -3.444
H 8.984 -16.885 -1.987
H 9.479 -17.872 0.255
H 8.830 -20.449 1.665
H 1.568 -21.541 -2.363
H -0.719 -20.939 -2.016
H -1.756 -20.819 0.248
H -0.378 -21.380 2.285
H 2.218 -22.281 2.885
I 7.316 -23.787 -1.938
C 2.152 -24.741 -3.419
Si 3.484 -25.432 -2.271
C 2.523 -26.243 -0.780
C 2.271 -27.760 -1.028
C 1.149 -25.549 -0.617
C 3.421 -26.075 0.454
C 4.717 -26.462 -3.402
C 5.336 -25.556 -4.464
C 5.745 -27.132 -2.482
C 3.910 -27.530 -4.142
H 1.668 -25.676 -3.707
H 2.510 -24.265 -4.331
H 1.391 -24.127 -2.916
H 1.717 -27.935 -1.949
H 1.687 -28.166 -0.192
H 3.204 -28.321 -1.086
H 0.458 -25.913 -1.393
H 1.209 -24.461 -0.727
H 0.683 -25.767 0.351
H 4.355 -26.560 0.217
H 3.029 -26.533 1.376
H 3.579 -25.008 0.612
H 5.588 -24.555 -4.112
H 4.646 -25.456 -5.318
H 6.264 -25.998 -4.875
H 6.163 -26.457 -1.737
H 6.565 -27.573 -3.065
H 5.232 -27.936 -1.956
H 3.157 -27.086 -4.799
H 3.465 -28.278 -3.465
H 4.563 -28.124 -4.795
*
```

A 2-piece molecular cluster, C3H10Si2 overall at a distorted geometry. Source: OMol25; level of theory: ωB97M-V/def2-TZVPD.

HOMO level (spin up / spin down), eV: -7.48 / -7.48
Energy relative to the best compared isomer or geometry (same formula, charge and spin), eV: 2.780
Lowest unoccupied orbital energy (spin up / spin down), eV: -0.52 / -0.52
Kohn-Sham gap (spin up / spin down), eV: 6.96 / 6.96

```
! RIJCOSX wB97M-V def2-TZVPD def2/J DEFGRID3
* xyz 0 1
C 0.885 0.879 2.100
C 1.484 0.345 1.054
C -0.972 -1.403 0.738
Si -0.505 0.974 -2.640
Si 0.678 -0.954 -0.018
H 1.233 1.668 2.659
H -0.119 0.481 2.378
H 2.269 0.858 0.687
H -1.100 -2.077 1.564
H -1.587 -0.407 0.883
H -1.467 -1.975 -0.133
H -1.106 -0.259 -3.440
H -1.611 1.652 -2.085
H 0.171 2.043 -3.345
H 1.748 -1.824 -0.401
*
```

A 2-piece molecular cluster, C6H4NO4S overall at a distorted geometry. Source: OMol25; level of theory: ωB97M-V/def2-TZVPD.

HOMO level (spin up / spin down), eV: -4.69 / -3.01
Energy relative to the best compared isomer or geometry (same formula, charge and spin), eV: 0.000
Lowest unoccupied orbital energy (spin up / spin down), eV: 3.32 / 2.09
Kohn-Sham gap (spin up / spin down), eV: 8.01 / 5.10

```
! RIJCOSX wB97M-V def2-TZVPD def2/J DEFGRID3
* xyz -1 1
C 1.342 0.703 -0.028
C 1.320 -0.698 -0.093
C -0.016 1.063 0.160
C -0.053 -1.052 -0.011
C -3.443 0.395 0.248
C -3.987 -1.065 0.029
N -0.841 0.022 0.170
O -5.171 -0.921 0.056
O -3.272 -2.009 -0.074
O -0.472 2.396 0.084
O -0.580 -2.270 0.029
S -3.855 1.870 -0.154
H 2.051 1.483 0.015
H 2.039 -1.462 -0.301
H -1.388 2.531 -0.107
H -1.606 -2.354 0.135
*
```

An isolated ion of composition C3H8NO and charge -1 at a distorted geometry. Source: OMol25; level of theory: ωB97M-V/def2-TZVPD.

HOMO level, eV: -2.18
SMILES: NCCC[O-]
Energy relative to the best compared isomer or geometry (same formula, charge and spin), eV: 1.057
Lowest unoccupied orbital energy, eV: 4.43
Kohn-Sham gap, eV: 6.61

```
! RIJCOSX wB97M-V def2-TZVPD def2/J DEFGRID3
* xyz -1 1
C 0.905 -0.049 0.303
C -0.570 -0.062 0.133
C -1.067 1.108 -0.734
O -2.059 1.826 -0.148
N 1.497 -1.485 0.664
H 1.177 0.583 1.128
H 1.547 0.186 -0.592
H -0.951 -1.058 -0.201
H -1.050 0.340 1.013
H -1.293 0.609 -1.787
H -0.259 1.817 -0.977
H 0.873 -1.854 1.376
H 1.252 -1.961 -0.178
*
```

An isolated ion of composition C6H6FO5 and charge -1 at a distorted geometry. Source: OMol25; level of theory: ωB97M-V/def2-TZVPD.

HOMO level (spin up / spin down), eV: -1.12 / -3.94
⟨S²⟩: 2.0079
Lowest unoccupied orbital energy (spin up / spin down), eV: 3.66 / 2.40
Kohn-Sham gap (spin up / spin down), eV: 4.78 / 6.33

```
! RIJCOSX wB97M-V def2-TZVPD def2/J DEFGRID3
* xyz -1 3
C -2.000 -0.007 0.376
C -1.381 -1.114 0.842
C -1.524 0.894 -0.594
C 0.207 -0.636 -0.971
C 1.724 0.775 0.383
C 1.710 -0.399 -0.515
O -1.219 -2.173 1.355
O -2.053 1.993 -0.668
O -0.387 0.655 -1.345
O -3.051 0.553 1.163
O 1.972 -1.639 0.186
F 0.159 -1.355 -2.215
H 0.767 0.971 0.754
H 1.869 1.607 -0.319
H 2.471 0.804 1.190
H 2.325 -0.410 -1.359
H -2.758 1.452 1.095
H 1.167 -1.971 0.640
*
```

C2HgLiO4 as an isolated structure at a distorted geometry. Source: OMol25; level of theory: ωB97M-V/def2-TZVPD.

HOMO level (spin up / spin down), eV: -7.17 / -7.15
Energy relative to the best compared isomer or geometry (same formula, charge and spin), eV: 1.513
⟨S²⟩: 0.7695
Lowest unoccupied orbital energy (spin up / spin down), eV: -0.84 / -1.13
Kohn-Sham gap (spin up / spin down), eV: 6.33 / 6.02

```
! RIJCOSX wB97M-V def2-TZVPD def2/J DEFGRID3
* xyz 0 2
O 1.054 -1.361 1.467
C 1.513 -0.369 1.060
O 2.010 0.613 0.715
O -2.943 -0.126 1.671
O -2.215 1.747 0.807
C -2.270 0.476 0.699
Li -3.669 1.756 2.420
Hg -1.475 -1.687 1.360
*
```

C46H42O16Si2 as an isolated structure at a distorted geometry. Source: OMol25; level of theory: ωB97M-V/def2-TZVPD.

HOMO level, eV: -9.40
Lowest unoccupied orbital energy, eV: -2.16
Kohn-Sham gap, eV: 7.25

```
! RIJCOSX wB97M-V def2-TZVPD def2/J DEFGRID3
* xyz 0 1
C 0.277 2.166 -4.058
C 0.508 2.723 -5.462
C -0.662 3.513 -6.044
C -1.318 4.514 -5.100
O -2.734 4.592 -5.284
Si -3.795 3.647 -4.498
O -4.530 2.608 -5.526
Si -4.146 1.010 -5.658
H 0.795 1.222 -3.908
H 0.642 2.851 -3.293
H -0.783 2.010 -3.856
H 0.704 1.891 -6.138
H 1.415 3.330 -5.483
H -1.424 2.828 -6.421
H -0.305 4.063 -6.915
H -1.085 4.293 -4.058
H -0.942 5.515 -5.303
H -3.087 2.872 -3.449
H -4.835 4.498 -3.902
H -2.680 0.837 -5.530
H -4.799 0.242 -4.579
H -4.609 0.530 -6.970
C -6.493 -2.917 -5.127
C -7.323 -3.514 -4.276
C -6.811 -4.178 -3.051
O -7.560 -4.722 -2.266
C -5.348 -4.155 -2.811
C -4.517 -3.561 -3.661
C -5.026 -2.893 -4.886
O -4.277 -2.340 -5.661
H -6.835 -2.422 -6.027
H -8.395 -3.545 -4.427
H -5.013 -4.668 -1.921
H -3.445 -3.534 -3.510
C -4.010 -7.754 2.355
C -3.620 -7.576 1.096
C -4.422 -6.752 0.158
O -4.072 -6.602 -0.996
C -5.681 -6.145 0.663
C -6.069 -6.325 1.922
C -5.262 -7.139 2.870
O -5.615 -7.300 4.017
H -3.447 -8.351 3.061
H -2.719 -8.020 0.693
H -6.263 -5.571 -0.050
H -6.982 -5.900 2.318
C -5.888 -9.442 -2.918
C -5.102 -9.697 -1.878
C -4.102 -10.793 -1.911
O -3.382 -11.013 -0.960
C -4.015 -11.605 -3.152
C -4.803 -11.354 -4.193
C -5.801 -10.252 -4.161
O -6.514 -10.023 -5.113
H -6.618 -8.642 -2.917
H -5.142 -9.125 -0.962
H -3.279 -12.398 -3.152
H -4.760 -11.929 -5.110
C 1.680 4.229 1.173
C 0.824 3.290 0.782
C 1.198 2.307 -0.270
O 0.421 1.460 -0.647
C 2.567 2.401 -0.852
C 3.434 3.324 -0.446
C 3.060 4.304 0.601
O 3.861 5.115 1.037
H 1.430 4.958 1.932
H -0.171 3.198 1.198
H 2.809 1.668 -1.612
H 4.439 3.399 -0.840
C 1.671 6.191 6.037
C 2.781 6.425 6.740
C 4.071 5.776 6.380
O 5.107 6.007 7.010
C 4.058 4.852 5.224
C 2.959 4.623 4.527
C 1.685 5.277 4.865
O 0.704 5.096 4.178
H 0.722 6.661 6.265
H 2.806 7.098 7.588
H 4.988 4.392 4.984
H 2.942 3.960 3.671
C 6.775 6.035 5.663
C 6.546 7.301 6.024
C 5.809 8.235 5.136
O 5.595 9.381 5.469
C 5.331 7.707 3.832
C 5.562 6.449 3.469
C 6.304 5.521 4.358
O 6.498 4.360 4.031
H 7.302 5.331 6.293
H 6.873 7.706 6.973
H 4.784 8.403 3.208
H 5.205 6.029 2.538
C 6.901 1.244 4.566
C 6.944 0.845 3.299
C 7.823 -0.271 2.870
O 7.864 -0.637 1.715
C 8.657 -0.927 3.913
C 8.617 -0.527 5.180
C 7.735 0.592 5.607
O 7.701 0.957 6.762
H 6.280 2.066 4.893
H 6.353 1.313 2.522
H 9.289 -1.738 3.575
H 9.215 -0.985 5.958
*
```

Q: What is the formula in the fourth record?
A: C6H4NO4S